1.
Density functional theory data (ωB97M-V with the def2-TZVPD basis set) for a molecular structure, C23H48N2O3SeSi4Sn at a distorted geometry.

Geometry as ORCA input:
```
! wB97M-V def2-TZVPD RIJCOSX def2/J DEFGRID3
* xyz 2 1
Sn -7.24 -15.69 10.30
C -5.12 -17.74 14.97
N -6.36 -17.32 14.23
C -7.65 -17.23 14.93
C -6.36 -16.87 12.98
O -7.37 -16.33 12.46
C -5.04 -16.91 12.28
O -5.14 -16.29 11.07
C -3.99 -16.28 10.25
C -4.49 -15.94 8.82
O -5.74 -15.78 8.67
N -3.65 -15.73 7.88
C -4.15 -15.40 6.52
C -2.22 -15.76 8.04
H -5.46 -18.13 15.94
H -4.50 -16.87 15.16
H -4.56 -18.51 14.40
H -8.43 -17.58 14.26
H -7.89 -16.14 15.23
H -7.56 -17.96 15.80
H -4.78 -18.01 12.12
H -4.24 -16.44 12.86
H -3.53 -17.23 10.17
H -3.34 -15.49 10.70
H -4.55 -16.31 6.12
H -3.28 -14.96 6.02
H -5.03 -14.75 6.47
H -1.98 -15.89 9.10
H -1.83 -14.80 7.74
H -1.73 -16.58 7.61
Se -8.26 -17.73 9.19
C -9.19 -18.46 10.79
C -8.62 -19.42 11.61
C -9.43 -20.11 12.50
C -10.79 -19.72 12.68
C -11.38 -18.78 11.80
C -10.54 -18.14 10.84
H -7.57 -19.65 11.56
H -8.98 -20.80 13.13
H -11.32 -20.24 13.45
H -12.41 -18.59 12.00
H -10.94 -17.39 10.22
C -7.64 -12.29 13.59
Si -6.64 -12.01 12.03
C -6.94 -10.19 11.52
C -4.78 -12.41 12.49
Si -7.80 -13.15 10.27
Si -10.20 -13.48 10.40
C -11.13 -11.83 10.69
C -10.53 -14.63 11.84
C -10.60 -14.22 8.71
Si -7.03 -12.64 8.00
C -7.71 -13.76 6.72
C -7.60 -10.90 7.65
C -5.21 -12.66 8.34
H -7.46 -13.25 14.02
H -8.74 -12.17 13.53
H -7.35 -11.56 14.34
H -7.90 -10.00 11.08
H -6.10 -9.88 10.91
H -6.89 -9.54 12.48
H -4.43 -11.50 12.95
H -4.17 -12.56 11.62
H -4.72 -13.23 13.20
H -10.93 -11.66 11.75
H -12.11 -12.08 10.61
H -10.95 -10.92 10.09
H -10.03 -14.15 12.66
H -10.00 -15.56 11.66
H -11.61 -14.89 12.07
H -9.92 -15.00 8.52
H -10.60 -13.46 7.86
H -11.57 -14.67 8.66
H -7.33 -13.64 5.72
H -8.76 -13.41 6.64
H -7.67 -14.85 6.95
H -6.95 -10.41 6.90
H -7.72 -10.27 8.51
H -8.71 -10.75 7.30
H -4.74 -13.67 8.23
H -5.00 -12.34 9.37
H -4.60 -12.02 7.72
*
```

Results
- HOMO: -13.64 eV
- Orbital gap: 8.231 eV
- Max |F|: 3.341 eV/A
- Electronic energy: -5013.67614 Eh
- ΔE to the lowest compared entry with this formula, charge and spin: 0.010 eV

These are the Mulliken partial charges, in e, on atoms 1 to 4: number 1, Sn, carries -0.014; number 2, C, carries -0.877; number 3, N, carries 0.266; number 4, C, carries -0.631



2.
Density functional theory data (ωB97M-V with the def2-TZVPD basis set) for 3 unconnected molecules or ions with the total composition C23H48N4O2Si at a distorted geometry.

Geometry as ORCA input:
```
! wB97M-V def2-TZVPD RIJCOSX def2/J DEFGRID3
* xyz 0 1
C 4.88 -1.36 -1.13
C 4.14 -0.11 -1.64
O 4.13 0.94 -0.67
C 4.82 2.06 -1.06
O 5.95 1.99 -1.31
C 4.06 3.36 -1.17
C 2.72 3.10 -1.91
C 1.44 3.01 -1.02
C 0.71 1.72 -1.28
N 0.31 1.05 -0.21
N -0.29 -0.11 -0.44
C -0.42 -0.46 -1.71
Si -1.22 -2.17 -2.05
C -2.37 -2.72 -0.67
C 0.23 -3.41 -2.08
C -2.01 -2.23 -3.76
N -0.05 0.24 -2.78
N 0.55 1.39 -2.55
H 4.75 -1.47 -0.06
H 4.47 -2.22 -1.67
H 5.95 -1.27 -1.33
H 4.63 0.17 -2.57
H 3.12 -0.42 -1.86
H 3.97 3.88 -0.22
H 4.67 3.98 -1.83
H 2.86 2.21 -2.52
H 2.53 3.90 -2.63
H 1.74 3.06 0.02
H 0.79 3.86 -1.23
H -2.43 -3.81 -0.72
H -3.40 -2.35 -0.74
H -1.93 -2.50 0.30
H 1.08 -2.90 -2.55
H 0.42 -3.72 -1.06
H -0.06 -4.26 -2.70
H -2.24 -3.28 -3.96
H -1.30 -1.91 -4.52
H -2.92 -1.63 -3.82
C 4.30 7.86 5.06
C 4.54 6.35 5.12
C 5.14 5.78 3.84
C 4.26 5.93 2.59
C 2.87 5.31 2.71
C 2.89 3.79 2.92
H 3.57 8.12 4.30
H 3.92 8.22 6.02
H 5.23 8.39 4.85
H 3.61 5.84 5.37
H 5.24 6.14 5.94
H 5.37 4.72 3.99
H 6.10 6.27 3.64
H 4.78 5.48 1.75
H 4.15 6.99 2.35
H 2.32 5.52 1.78
H 2.30 5.78 3.52
H 3.42 3.30 2.10
H 1.88 3.40 2.95
H 3.38 3.53 3.86
C -7.99 -5.71 1.49
C -8.02 -5.09 0.09
C -7.67 -6.08 -1.02
C -6.25 -6.65 -0.95
C -5.13 -5.62 -0.96
C -5.09 -4.78 -2.23
H -6.98 -6.06 1.75
H -8.29 -4.98 2.24
H -8.67 -6.56 1.55
H -7.36 -4.22 0.06
H -9.03 -4.71 -0.09
H -7.81 -5.59 -1.99
H -8.38 -6.91 -1.00
H -6.11 -7.33 -1.79
H -6.15 -7.27 -0.05
H -4.18 -6.14 -0.85
H -5.21 -4.96 -0.09
H -4.97 -5.42 -3.11
H -4.25 -4.09 -2.20
H -6.00 -4.19 -2.36
*
```

Results
- HOMO: -9.59 eV
- Orbital gap: 8.788 eV
- Max |F|: 3.600 eV/A
- Electronic energy: -1564.10905 Eh
- SMILES: CCOC(=O)CCCc1nnc([Si](C)(C)C)nn1.CCCCCC.CCCCCC

These are the Mulliken partial charges, in e, on atoms 1 to 4: number 1, C, carries -1.376; number 2, C, carries 0.206; number 3, O, carries -0.253; number 4, C, carries 0.413



3.
Density functional theory data (ωB97M-V with the def2-TZVPD basis set) for 3 unconnected molecules or ions with the total composition C23H48N4OP2 at a distorted geometry.

Geometry as ORCA input:
```
! wB97M-V def2-TZVPD RIJCOSX def2/J DEFGRID3
* xyz 0 1
C -1.98 -1.73 -1.15
C -0.81 -1.48 -1.25
C 0.64 -1.17 -1.54
P 1.42 -0.16 -0.17
C 2.61 -1.16 0.87
C 3.46 -2.23 0.13
C 4.83 -1.73 -0.38
C 5.57 -2.79 -1.29
N 4.94 -2.76 -2.62
C 3.93 -3.62 -2.92
C 3.47 -3.36 -4.22
C 4.31 -2.28 -4.71
C 5.21 -1.95 -3.68
P 2.60 1.36 -1.27
N 1.65 2.81 -1.02
O 4.09 1.66 -0.50
H -2.98 -2.02 -1.46
H 1.19 -2.08 -1.84
H 0.62 -0.51 -2.44
H 1.99 -1.70 1.63
H 3.23 -0.46 1.47
H 3.69 -3.02 0.88
H 2.85 -2.73 -0.65
H 4.80 -0.76 -0.92
H 5.50 -1.61 0.50
H 5.43 -3.77 -0.81
H 6.62 -2.46 -1.35
H 3.55 -4.38 -2.23
H 2.65 -3.88 -4.71
H 4.24 -1.81 -5.70
H 6.00 -1.19 -3.73
H 2.26 3.57 -1.35
H 1.60 2.94 0.00
H 4.18 1.19 0.35
C -10.00 -0.58 -2.05
C -8.66 -0.42 -2.75
N -7.53 -0.37 -1.83
C -6.30 0.08 -2.46
C -5.69 -0.81 -3.56
C -7.40 -1.49 -0.92
C -7.29 -2.90 -1.53
H -10.15 0.20 -1.30
H -10.81 -0.49 -2.78
H -10.10 -1.55 -1.57
H -8.69 0.53 -3.31
H -8.55 -1.22 -3.50
H -5.54 0.24 -1.69
H -6.48 1.07 -2.89
H -5.22 -1.70 -3.15
H -4.91 -0.25 -4.09
H -6.43 -1.11 -4.30
H -8.26 -1.49 -0.25
H -6.54 -1.32 -0.26
H -8.01 -3.07 -2.32
H -7.47 -3.64 -0.75
H -6.29 -3.09 -1.92
C 2.57 2.31 6.77
C 3.41 2.47 5.51
N 2.63 2.36 4.28
C 3.45 2.21 3.09
C 4.36 3.38 2.71
C 1.50 3.27 4.16
C 1.78 4.78 4.25
H 2.01 1.38 6.75
H 3.23 2.29 7.64
H 1.88 3.14 6.91
H 4.16 1.67 5.51
H 3.96 3.42 5.56
H 2.81 1.98 2.24
H 4.07 1.32 3.22
H 3.80 4.21 2.29
H 5.07 3.05 1.94
H 4.95 3.74 3.55
H 0.77 3.02 4.93
H 0.98 3.07 3.22
H 2.45 5.03 5.08
H 0.84 5.31 4.42
H 2.21 5.17 3.33
*
```

Results
- HOMO: -7.74 eV
- Orbital gap: 8.362 eV
- Max |F|: 2.142 eV/A
- Electronic energy: -1882.00649 Eh
- SMILES: C#CCP(CCCCn1cccc1)#P(N)O.CCN(CC)CC.CCN(CC)CC

These are the Mulliken partial charges, in e, on atoms 1 to 4: number 1, C, carries 0.157; number 2, C, carries -0.761; number 3, C, carries -0.136; number 4, P, carries 0.029



4.
Density functional theory data (ωB97M-V with the def2-TZVPD basis set) for 3 unconnected molecules or ions with the total composition C23H49Br3N3.

Geometry as ORCA input:
```
! wB97M-V def2-TZVPD RIJCOSX def2/J DEFGRID3
* xyz 1 1
C 1.40 4.46 -3.54
C 0.25 3.57 -4.01
C 0.20 2.22 -3.31
Br 1.89 1.26 -3.54
C -0.90 1.28 -3.81
N -1.96 1.89 -4.68
C -3.04 1.20 -4.67
C -2.99 0.10 -3.66
C -2.95 -1.34 -4.23
Br -4.73 -1.74 -4.92
C -1.86 -1.64 -5.26
C -1.96 -0.89 -6.59
Br -1.78 -3.57 -5.52
C -1.79 0.55 -2.79
C -2.32 1.47 -1.68
H 2.31 4.25 -4.09
H 1.60 4.32 -2.48
H 1.15 5.51 -3.69
H -0.70 4.08 -3.79
H 0.31 3.42 -5.09
H 0.12 2.36 -2.24
H -0.43 0.54 -4.47
H -1.81 2.71 -5.25
H -3.87 1.46 -5.31
H -3.93 0.16 -3.10
H -2.81 -2.00 -3.38
H -0.91 -1.44 -4.77
H -2.94 -0.41 -6.70
H -1.86 -1.57 -7.43
H -1.18 -0.14 -6.68
H -1.26 -0.30 -2.36
H -3.18 2.04 -2.03
H -1.59 2.18 -1.30
H -2.65 0.87 -0.83
C 0.51 1.83 0.78
C 0.62 1.63 2.28
N -0.43 2.30 3.01
C -0.19 2.35 4.45
C -0.13 1.02 5.21
C -1.79 1.96 2.60
C -2.18 0.48 2.59
H 0.46 2.89 0.53
H 1.39 1.40 0.27
H -0.37 1.33 0.38
H 1.58 2.04 2.63
H 0.67 0.55 2.48
H -0.95 2.99 4.89
H 0.76 2.87 4.58
H -1.11 0.57 5.32
H 0.26 1.19 6.21
H 0.53 0.30 4.72
H -1.95 2.37 1.60
H -2.46 2.52 3.26
H -1.42 -0.13 2.09
H -3.12 0.35 2.04
H -2.33 0.08 3.59
C 2.95 -5.63 3.26
C 2.98 -4.29 2.55
N 1.92 -3.39 2.98
C 1.75 -2.24 2.12
C 2.89 -1.23 2.01
C 1.85 -3.13 4.41
C 3.09 -2.55 5.10
H 1.96 -6.09 3.17
H 3.68 -6.31 2.82
H 3.19 -5.54 4.32
H 2.85 -4.45 1.48
H 3.99 -3.85 2.67
H 0.84 -1.72 2.45
H 1.53 -2.63 1.11
H 3.00 -0.64 2.91
H 2.69 -0.54 1.18
H 3.85 -1.72 1.80
H 1.59 -4.07 4.91
H 1.00 -2.46 4.57
H 4.00 -3.10 4.81
H 2.99 -2.64 6.18
H 3.25 -1.50 4.87
*
```

Results
- HOMO: -9.65 eV
- Orbital gap: 5.230 eV
- Max |F|: 0.245 eV/A
- Electronic energy: -8791.79533 Eh

These are the Mulliken partial charges, in e, on atoms 1 to 4: number 1, C, carries -1.428; number 2, C, carries -0.460; number 3, C, carries 0.593; number 4, Br, carries -0.055



5.
Density functional theory data (ωB97M-V with the def2-TZVPD basis set) for 7 unconnected molecules or ions with the total composition C23H49BrClN2O6.

Geometry as ORCA input:
```
! wB97M-V def2-TZVPD RIJCOSX def2/J DEFGRID3
* xyz 1 1
C -0.83 -2.30 0.43
C -0.35 -0.87 0.66
C -1.45 0.18 0.85
Cl -0.80 1.80 0.66
N -2.61 -0.13 -0.11
Br -2.73 0.97 -1.67
C -4.02 -0.22 0.56
N -4.69 -1.33 0.03
C -4.43 -2.61 0.71
H -1.05 -2.51 -0.62
H -0.04 -3.00 0.72
H -1.71 -2.56 1.02
H 0.28 -0.54 -0.17
H 0.28 -0.81 1.55
H -1.91 0.16 1.83
H -2.42 -1.05 -0.53
H -3.81 -0.25 1.64
H -4.53 0.71 0.31
H -5.69 -1.14 0.01
H -5.35 -3.06 1.08
H -3.78 -2.46 1.58
H -3.96 -3.34 0.05
C 2.49 -6.71 0.88
C 2.22 -5.24 1.06
O 1.11 -4.81 1.28
C 3.42 -4.32 0.97
H 1.56 -7.27 0.97
H 2.94 -6.89 -0.10
H 3.21 -7.05 1.62
H 3.90 -4.43 -0.01
H 4.16 -4.60 1.71
H 3.12 -3.29 1.11
C 2.62 1.35 -1.77
C 3.58 1.30 -0.60
O 3.91 0.24 -0.11
C 4.10 2.62 -0.10
H 2.35 0.33 -2.05
H 1.73 1.91 -1.49
H 3.07 1.86 -2.62
H 3.28 3.27 0.21
H 4.60 3.15 -0.91
H 4.79 2.46 0.72
C -2.14 -6.48 2.45
C -3.03 -6.25 1.25
O -4.01 -5.54 1.31
C -2.62 -6.94 -0.03
H -2.54 -5.95 3.31
H -2.08 -7.55 2.67
H -1.13 -6.14 2.23
H -2.59 -8.02 0.12
H -1.62 -6.62 -0.31
H -3.33 -6.70 -0.82
C 4.15 7.56 2.28
C 3.43 6.64 1.34
O 3.98 5.68 0.84
C 1.99 6.97 1.04
H 5.18 7.23 2.42
H 4.15 8.58 1.89
H 3.64 7.59 3.25
H 1.92 7.97 0.62
H 1.41 6.98 1.97
H 1.57 6.25 0.35
C -6.08 2.51 1.43
C -7.12 1.53 0.93
O -6.96 0.34 1.10
C -8.29 2.09 0.18
H -5.33 1.95 1.98
H -5.63 3.03 0.59
H -6.50 3.28 2.09
H -7.95 2.66 -0.68
H -8.85 2.79 0.81
H -8.95 1.29 -0.15
C 5.55 2.84 -5.91
C 5.30 3.37 -4.52
O 4.19 3.37 -4.03
C 6.49 3.92 -3.78
H 4.62 2.47 -6.34
H 5.97 3.62 -6.54
H 6.28 2.03 -5.87
H 6.95 4.73 -4.36
H 7.25 3.14 -3.68
H 6.20 4.28 -2.80
*
```

Results
- HOMO: -11.05 eV
- Orbital gap: 7.037 eV
- Max |F|: 0.554 eV/A
- Electronic energy: -4500.63661 Eh

These are the Mulliken partial charges, in e, on atoms 1 to 4: number 1, C, carries -0.678; number 2, C, carries -0.106; number 3, C, carries 0.138; number 4, Cl, carries -0.083



6.
Density functional theory data (ωB97M-V with the def2-TZVPD basis set) for 4 unconnected molecules or ions with the total composition C23H49Cl2N4O9 at a distorted geometry.

Geometry as ORCA input:
```
! wB97M-V def2-TZVPD RIJCOSX def2/J DEFGRID3
* xyz 1 1
C 2.42 -2.23 1.53
C 2.09 -0.98 2.58
Cl 3.39 -0.13 3.62
C 0.67 -0.51 2.70
Cl 0.21 0.92 3.84
N -0.37 -1.25 1.89
C -0.66 -1.31 0.40
N -1.85 -2.27 0.17
C -2.14 -2.66 1.62
N -3.12 -3.52 2.07
N -1.21 -2.03 2.66
H 2.38 -1.74 0.45
H 1.57 -3.05 1.54
H 3.49 -2.66 1.74
H -0.04 -0.73 -0.41
H -4.09 -3.17 2.27
H -2.85 -4.53 2.17
H -1.22 -2.15 3.70
C -7.49 -3.68 -3.16
O -8.16 -4.20 -2.01
C -7.35 -4.98 -1.16
C -7.23 -4.44 0.27
O -6.73 -3.12 0.47
C -7.44 -2.03 -0.14
C -8.90 -1.79 0.27
O -9.76 -2.89 0.01
C -10.37 -3.45 1.17
H -7.81 -4.23 -4.04
H -7.80 -2.63 -3.29
H -6.41 -3.70 -3.06
H -6.35 -5.13 -1.58
H -7.83 -5.97 -1.10
H -6.54 -5.09 0.80
H -8.17 -4.55 0.82
H -7.33 -2.09 -1.21
H -6.88 -1.13 0.14
H -9.27 -0.96 -0.34
H -8.96 -1.46 1.31
H -9.88 -3.16 2.10
H -10.33 -4.54 1.09
H -11.43 -3.16 1.20
C 5.62 2.09 -1.37
O 6.50 1.22 -0.66
C 5.89 0.52 0.41
C 5.93 -1.01 0.27
O 5.35 -1.61 -0.89
C 5.86 -1.24 -2.17
C 7.35 -1.53 -2.48
O 8.25 -0.88 -1.59
C 9.07 -1.76 -0.84
H 5.85 3.12 -1.10
H 5.81 1.97 -2.44
H 4.57 1.88 -1.19
H 4.85 0.84 0.57
H 6.45 0.79 1.32
H 5.38 -1.42 1.12
H 6.94 -1.39 0.40
H 5.61 -0.21 -2.38
H 5.27 -1.82 -2.89
H 7.55 -1.12 -3.47
H 7.52 -2.60 -2.53
H 8.69 -2.79 -0.82
H 9.11 -1.40 0.19
H 10.09 -1.75 -1.24
C 2.69 4.25 2.32
O 2.11 4.05 1.03
C 0.69 3.96 1.03
C 0.00 5.05 0.18
O 0.25 6.42 0.48
C 1.59 6.89 0.40
C 2.33 6.81 -0.94
O 2.45 5.48 -1.45
C 1.81 5.28 -2.70
H 3.15 3.33 2.66
H 3.48 5.01 2.23
H 1.97 4.61 3.06
H 0.28 3.98 2.05
H 0.44 2.99 0.60
H -1.08 4.91 0.31
H 0.16 4.87 -0.88
H 2.18 6.45 1.20
H 1.54 7.95 0.67
H 3.36 7.16 -0.77
H 1.88 7.49 -1.67
H 1.08 6.05 -2.95
H 1.29 4.31 -2.67
H 2.57 5.21 -3.49
*
```

Results
- HOMO: -10.83 eV
- Orbital gap: 6.030 eV
- Max |F|: 8.527 eV/A
- Electronic energy: -2721.58946 Eh

These are the Mulliken partial charges, in e, on atoms 1 to 4: number 1, C, carries -0.772; number 2, C, carries 0.526; number 3, Cl, carries -0.091; number 4, C, carries -0.270